[1]
Here is a structure of composition C39H60N7O2PS2Ti from the OMol25 dataset. Energies are from ωB97M-V/def2-TZVPD.

Geometry as XYZ:
```
112
Properties=species:S:1:pos:R:3:forces:R:3
Ti 0.627 -0.317 1.289 -0.56 -0.10 0.29
N -0.552 3.199 3.954 0.00 -0.01 0.01
C 0.098 2.228 3.170 0.01 0.06 -0.01
S -0.107 0.569 3.617 0.03 -0.10 -0.21
N 0.795 2.656 2.169 0.02 -0.04 0.05
N 1.395 1.599 1.453 0.07 0.11 -0.04
C 2.774 1.679 1.313 0.00 -0.01 0.14
C 3.473 2.967 1.234 -0.01 -0.02 -0.10
C 4.657 3.224 1.933 0.01 0.00 0.01
C 5.303 4.448 1.831 0.00 -0.01 0.01
C 4.776 5.463 1.044 -0.01 0.00 -0.01
C 3.591 5.229 0.352 0.00 0.00 0.00
C 2.957 4.003 0.447 0.02 0.00 0.02
C 3.420 0.471 1.223 -0.02 0.00 -0.11
C 4.796 0.262 0.841 0.03 -0.01 0.04
C 5.338 -0.975 0.850 -0.02 0.00 0.00
C 4.522 -2.105 1.209 0.01 0.00 0.00
C 3.200 -1.889 1.434 -0.01 0.02 0.01
N 2.603 -0.668 1.409 0.08 -0.07 -0.09
H -1.459 2.880 4.259 0.00 0.00 -0.01
H -0.595 4.085 3.466 0.00 -0.01 -0.01
H 5.055 2.450 2.577 0.00 0.00 0.00
H 6.219 4.617 2.389 0.00 0.00 0.00
H 5.275 6.423 0.975 0.00 0.00 0.00
H 3.163 6.008 -0.271 0.00 0.00 0.00
H 2.049 3.806 -0.103 -0.03 -0.01 -0.02
H 5.384 1.119 0.537 0.00 0.00 0.00
H 6.373 -1.119 0.559 0.00 0.00 0.00
H 4.923 -3.110 1.245 0.00 0.00 0.00
H 2.524 -2.708 1.639 -0.02 -0.02 0.00
C -2.028 6.492 -1.831 0.00 0.00 0.00
C -1.386 6.040 -0.523 0.00 -0.01 0.01
C -0.239 5.052 -0.720 0.00 -0.01 0.00
C -0.665 3.641 -1.119 0.01 0.02 -0.04
N -1.285 2.960 0.012 0.03 -0.02 0.01
C -2.183 1.961 -0.104 0.05 -0.02 -0.02
S -2.214 0.662 0.938 0.02 0.01 -0.04
N -3.106 2.064 -1.119 -0.05 -0.03 0.00
C -3.818 3.298 -1.406 -0.01 0.00 -0.01
C -5.244 3.277 -0.860 0.00 0.00 -0.01
C -5.320 3.031 0.646 0.00 0.00 0.01
C -4.557 4.063 1.471 0.01 0.00 0.01
H -2.869 7.167 -1.655 0.00 0.00 0.00
H -2.401 5.646 -2.411 0.00 0.01 -0.01
H -1.300 7.018 -2.454 0.00 0.00 0.00
H -2.136 5.587 0.133 0.00 0.00 0.00
H -1.012 6.918 0.011 0.00 0.00 -0.01
H 0.333 4.970 0.208 -0.01 0.01 0.01
H 0.450 5.438 -1.480 0.00 0.00 0.00
H 0.215 3.065 -1.425 0.01 0.00 -0.01
H -1.350 3.645 -1.968 0.03 0.01 0.01
H -0.624 2.816 0.786 -0.02 0.03 0.06
H -3.671 1.227 -1.150 0.00 0.01 -0.01
H -3.840 3.483 -2.486 0.00 0.00 0.00
H -3.265 4.118 -0.953 -0.02 -0.01 0.01
H -5.813 2.500 -1.384 0.00 0.00 0.00
H -5.721 4.233 -1.109 0.00 0.00 0.00
H -4.922 2.038 0.875 0.00 0.00 0.00
H -6.373 3.025 0.943 0.00 0.00 0.00
H -3.480 3.971 1.324 -0.01 0.00 0.01
H -4.745 3.921 2.536 0.00 0.00 0.00
H -4.855 5.083 1.206 0.00 0.00 0.00
C -0.318 0.551 -3.072 -0.02 -0.02 -0.02
O -0.523 0.274 -1.699 -0.05 0.07 0.03
C 0.643 -0.016 -0.954 0.07 0.00 -0.03
O 1.679 -0.029 -1.587 0.05 -0.02 0.01
H 0.495 1.265 -3.223 -0.01 0.00 -0.01
H -1.258 0.965 -3.444 -0.01 -0.01 0.00
H -0.068 -0.355 -3.633 0.00 0.03 0.01
N -0.198 -1.863 1.652 0.27 0.14 0.05
C -1.003 -2.675 2.370 -0.01 -0.02 -0.02
C -2.317 -2.992 1.943 0.00 0.00 -0.01
C -3.123 -3.863 2.655 0.00 0.00 0.00
C -2.676 -4.460 3.831 0.00 0.00 0.00
C -1.396 -4.145 4.284 0.00 0.00 0.00
C -0.581 -3.277 3.581 0.02 0.00 -0.01
H -2.678 -2.516 1.037 0.00 0.00 -0.01
H -4.123 -4.076 2.290 0.00 0.00 0.00
H -3.310 -5.142 4.385 0.00 0.00 0.00
H -1.030 -4.584 5.207 0.00 0.00 0.00
H 0.409 -3.026 3.946 0.00 0.00 0.00
C 0.906 -5.249 -3.799 0.00 0.00 0.00
C 1.582 -4.125 -3.015 -0.02 0.03 -0.01
C 1.544 -2.828 -3.830 0.00 -0.01 0.00
P 1.039 -3.741 -1.262 0.07 -0.04 0.03
C -0.767 -4.151 -1.096 -0.01 0.00 -0.01
C -1.584 -3.113 -1.869 -0.01 0.00 0.01
C -1.316 -5.558 -1.330 0.00 0.00 0.00
C 1.913 -5.076 -0.279 0.00 -0.01 -0.02
C 1.262 -5.193 1.100 0.00 -0.02 0.00
C 2.154 -6.457 -0.888 0.01 -0.01 0.00
H 1.428 -5.416 -4.749 0.00 0.00 0.00
H -0.123 -4.973 -4.042 0.00 0.00 0.00
H 0.879 -6.192 -3.256 0.00 0.00 0.00
H 2.640 -4.385 -2.874 0.00 0.00 0.00
H 0.509 -2.542 -4.040 0.01 -0.01 0.00
H 2.052 -2.958 -4.793 0.00 0.00 0.00
H 2.002 -1.999 -3.289 0.00 0.00 0.00
H -0.910 -3.915 -0.036 -0.01 0.01 0.03
H -1.481 -3.247 -2.951 0.00 0.00 0.00
H -1.278 -2.097 -1.612 0.00 0.01 0.00
H -2.646 -3.217 -1.624 0.00 0.00 0.00
H -1.343 -5.820 -2.389 0.01 0.00 0.00
H -2.344 -5.607 -0.952 0.00 0.00 -0.01
H -0.744 -6.323 -0.806 -0.01 0.00 0.00
H 2.897 -4.615 -0.131 0.00 0.00 0.00
H 0.320 -5.745 1.054 0.01 0.00 0.00
H 1.034 -4.215 1.521 -0.01 0.04 0.02
H 1.923 -5.724 1.792 0.00 0.01 0.00
H 1.223 -7.001 -1.055 0.00 0.00 0.00
H 2.763 -7.058 -0.203 0.00 0.00 0.00
H 2.687 -6.402 -1.839 0.00 0.00 0.00
```
Forces are in eV/Å.

Calculated values
largest force on an atom	0.0124	hartree/bohr
energy relative to the best compared isomer or geometry (same formula, charge and spin)	29.06	kJ/mol
net charge	-2

Mulliken population analysis, charges in e, atoms 1 to 6:
1. Ti -0.154
2. N -0.614
3. C 0.143
4. S -0.483
5. N -1.089
6. N 2.114

[2]
Here is a structure of composition C39H60OP3S3SiTi at a distorted geometry from the OMol25 dataset. Energies are from ωB97M-V/def2-TZVPD.

Geometry as XYZ:
```
108
Properties=species:S:1:pos:R:3:forces:R:3
Ti -0.126 -0.122 -1.289 -0.52 -0.43 -0.92
C 4.407 -2.167 -1.254 -0.26 0.10 0.03
C 3.145 -2.630 -0.525 -0.40 0.18 -0.03
C 3.327 -4.036 0.041 -0.12 0.18 0.00
P 2.460 -1.208 0.549 0.84 -0.75 0.31
C 4.016 -0.538 1.390 -0.31 0.29 -0.31
C 3.608 0.664 2.234 0.08 0.00 -0.20
C 4.874 -1.478 2.228 -0.13 -0.01 -0.23
C 1.559 -2.029 1.934 0.14 0.22 -0.24
C 2.085 -3.064 2.702 -0.05 -0.06 0.18
C 1.330 -3.656 3.700 0.08 -0.09 0.03
C 0.034 -3.228 3.932 0.03 0.04 0.10
C -0.476 -2.173 3.200 -0.21 -0.04 0.17
C 0.273 -1.544 2.215 -0.18 0.30 -0.50
Si -0.404 -0.063 1.196 -0.46 0.61 1.42
C -2.202 0.278 1.815 0.43 -0.26 -0.44
C -2.510 0.504 3.150 -0.11 0.02 0.26
C -3.807 0.753 3.565 0.09 -0.01 0.08
C -4.827 0.795 2.632 -0.12 0.01 -0.05
C -4.543 0.587 1.294 -0.06 0.00 0.01
C -3.240 0.322 0.878 0.02 0.18 -0.10
P -2.824 -0.068 -0.867 -0.66 -0.35 0.15
C -3.453 -1.853 -0.921 0.25 -0.02 -0.16
C -3.021 -2.598 0.343 0.10 0.10 -0.13
C -4.953 -2.057 -1.117 0.22 0.11 -0.09
C -4.183 0.824 -1.820 0.38 0.03 0.12
C -4.118 2.326 -1.575 -0.07 -0.12 0.12
C -4.111 0.542 -3.319 0.02 -0.04 0.14
C 0.468 1.485 1.936 -0.08 -0.42 -0.54
C 0.651 1.659 3.303 -0.01 -0.01 0.19
C 1.183 2.827 3.816 -0.07 -0.09 0.07
C 1.544 3.849 2.955 0.07 0.10 -0.11
C 1.397 3.685 1.590 0.00 0.01 0.07
C 0.877 2.500 1.068 -0.06 -0.01 -0.04
P 0.695 2.252 -0.746 0.80 0.83 0.48
C -0.082 3.892 -1.218 -0.11 -0.32 -0.06
C -1.224 4.155 -0.233 0.12 0.00 0.03
C -0.611 3.860 -2.651 0.01 -0.01 0.02
C 2.464 2.316 -1.385 -0.05 -0.16 0.06
C 2.449 2.494 -2.908 -0.20 -0.18 0.09
C 3.432 3.317 -0.762 -0.17 -0.22 0.10
H 4.614 -2.842 -2.084 0.02 -0.03 -0.07
H 5.274 -2.160 -0.599 0.10 0.02 0.10
H 4.259 -1.171 -1.669 0.15 0.06 -0.09
H 2.368 -2.701 -1.298 0.16 0.02 0.11
H 4.173 -4.092 0.723 0.03 -0.07 0.12
H 3.536 -4.717 -0.785 0.02 -0.04 -0.07
H 2.432 -4.391 0.552 0.06 -0.07 0.00
H 4.608 -0.172 0.539 -0.06 -0.07 0.11
H 3.000 0.343 3.078 -0.04 0.01 0.09
H 3.024 1.365 1.644 0.03 0.10 0.10
H 4.485 1.181 2.620 0.12 0.01 0.06
H 4.366 -1.730 3.156 -0.01 -0.06 0.07
H 5.805 -0.974 2.487 0.07 0.06 0.03
H 5.128 -2.390 1.698 0.06 -0.17 0.00
H 3.087 -3.419 2.537 0.10 -0.05 -0.06
H 1.752 -4.453 4.294 0.05 -0.09 0.03
H -0.564 -3.698 4.699 -0.07 -0.06 0.06
H -1.477 -1.825 3.399 -0.16 -0.02 0.05
H -1.725 0.487 3.891 0.05 0.01 0.09
H -4.024 0.914 4.611 0.00 0.04 0.10
H -5.842 0.991 2.944 -0.11 0.03 0.02
H -5.354 0.631 0.584 -0.07 0.02 -0.09
H -2.930 -2.285 -1.783 -0.08 0.05 0.16
H -3.620 -2.273 1.193 -0.02 0.00 0.09
H -1.973 -2.423 0.582 0.02 -0.07 0.07
H -3.173 -3.670 0.215 0.02 -0.09 -0.03
H -5.521 -1.589 -0.316 -0.11 0.06 0.07
H -5.165 -3.126 -1.087 -0.04 -0.10 0.02
H -5.301 -1.683 -2.075 -0.10 0.06 -0.06
H -5.138 0.446 -1.440 0.18 0.00 0.02
H -3.185 2.731 -1.957 0.08 0.09 -0.02
H -4.198 2.564 -0.516 0.02 0.11 0.04
H -4.939 2.816 -2.098 -0.06 0.08 -0.06
H -3.292 1.093 -3.775 -0.07 -0.02 -0.04
H -5.037 0.858 -3.797 -0.12 0.01 -0.04
H -3.954 -0.513 -3.532 0.01 -0.11 -0.12
H 0.391 0.856 3.980 -0.01 -0.06 0.08
H 1.309 2.951 4.882 0.02 -0.02 0.10
H 1.947 4.771 3.347 0.04 0.11 0.03
H 1.685 4.493 0.936 0.02 0.07 -0.08
H 0.675 4.682 -1.131 -0.02 -0.15 0.05
H -1.798 3.240 -0.066 -0.11 0.05 0.05
H -1.894 4.918 -0.623 -0.09 0.04 -0.08
H -0.852 4.494 0.731 -0.08 -0.04 0.05
H -1.180 2.946 -2.829 0.02 0.15 -0.07
H 0.190 3.901 -3.382 0.02 -0.08 -0.10
H -1.263 4.716 -2.823 -0.06 0.10 -0.01
H 2.822 1.298 -1.148 -0.13 0.33 -0.13
H 2.458 3.551 -3.170 -0.03 0.14 0.01
H 1.568 2.034 -3.356 0.14 0.08 -0.12
H 3.326 2.026 -3.350 0.06 -0.01 -0.05
H 3.110 4.341 -0.933 -0.02 0.19 0.01
H 4.406 3.197 -1.233 0.11 0.00 -0.09
H 3.556 3.154 0.305 0.05 0.06 0.08
S 1.010 -0.548 -5.599 -0.11 0.03 0.12
C 0.636 -0.279 -4.018 0.66 -0.08 -0.76
S 1.719 -0.645 -2.720 0.43 -0.11 -0.53
S -0.864 0.410 -3.503 -0.26 -0.01 0.01
C -0.840 -3.367 -3.401 0.15 0.23 0.41
C -0.237 -3.575 -2.022 -0.06 -0.58 -0.64
O -0.304 -2.367 -1.251 0.13 0.09 0.83
H -0.728 -4.274 -3.989 0.00 -0.13 0.00
H -0.327 -2.559 -3.920 -0.03 -0.06 -0.05
H -1.898 -3.127 -3.328 -0.07 0.01 -0.08
H 0.812 -3.887 -2.134 -0.19 0.14 0.11
H -0.781 -4.366 -1.479 0.18 0.26 -0.05
H 0.284 -2.482 -0.483 -0.30 -0.17 -0.06
```
Forces are in eV/Å.

Calculated values
largest force on an atom	0.0313	hartree/bohr
spin multiplicity	2
energy relative to the best compared isomer or geometry (same formula, charge and spin)	53.15	kJ/mol

Mulliken population analysis, charges in e, atoms 1 to 6:
1. Ti -0.696
2. C -1.631
3. C 1.908
4. C -2.017
5. P 1.646
6. C 0.414

Number 1: DFT total energy -110019.9780 eV. Number 2: DFT total energy -134832.3659 eV.